one:
{"formula": "C2H8N4O", "method": "ωB97M-V with the def2-TZVPD basis set", "elements": ["H", "N", "N", "C", "O", "H", "N", "H", "C", "H", "H", "H", "H", "H", "N"], "positions_angstrom": [[1.264, 1.444, -0.968], [2.606, -0.634, 0.210], [-1.464, 0.314, 0.178], [-0.520, 1.082, -0.201], [-3.526, -0.548, -0.257], [-4.229, -0.925, 0.260], [0.711, 0.684, -0.512], [-0.736, 2.122, -0.355], [-2.664, -0.075, 0.479], [3.247, -1.476, -0.135], [3.272, 0.157, -0.089], [1.399, -1.028, -1.296], [-3.169, 0.063, 1.819], [2.566, -0.549, 1.216], [1.243, -0.630, -0.348]], "mulliken_charge": [0.2846, -0.3309, -0.1205, 0.0299, -0.2678, 0.4514, -0.0409, 0.3926, 0.1145, 0.4444, 0.4275, 0.3201, 0.2639, 0.3678, -0.3365], "charge": 2, "homo_energy_ev": -18.9, "homo_lumo_gap_ev": 11.11, "molar_mass_g_mol": 104.11}

---

two:
{"formula": "C2H8N4O", "method": "ωB97M-V with the def2-TZVPD basis set", "elements": ["N", "H", "H", "H", "C", "H", "O", "N", "N", "C", "H", "H", "H", "H", "N"], "positions_angstrom": [[-0.057, 1.586, -1.014], [-0.817, 1.370, -1.649], [-1.571, -2.230, -0.243], [0.503, 3.420, -1.256], [-0.105, -0.840, -0.131], [1.824, -1.235, -0.687], [0.031, 2.878, -0.592], [-1.333, -1.272, -0.007], [0.882, -1.585, -0.553], [0.180, 0.594, 0.192], [0.945, 0.565, 2.087], [-2.095, -0.705, 0.346], [0.782, 2.121, 1.305], [0.735, -2.556, -0.817], [0.669, 1.099, 1.264]], "mulliken_charge": [-0.0309, 0.3192, 0.2522, 0.4009, 0.5912, 0.2790, -0.3992, -0.2889, -0.2785, 0.1557, 0.3033, 0.2782, 0.3089, 0.2574, -0.1484], "charge": 2, "homo_energy_ev": -19.2, "homo_lumo_gap_ev": 9.69, "molar_mass_g_mol": 104.11}

---

Which one is most stable, and which one is least stable? two is the most stable of them, while one is the least stable.

---

one:
{"formula": "C4H3I", "method": "ωB97M-V with the def2-TZVPD basis set", "elements": ["H", "I", "C", "H", "H", "C", "C", "C"], "positions_angstrom": [[1.783, -0.363, -0.464], [-3.170, 0.119, 1.660], [-1.243, -0.589, 1.177], [-0.444, 1.850, -1.258], [-0.879, -1.463, 1.777], [0.832, 0.072, -0.456], [-0.423, -0.176, 0.269], [-0.069, 1.008, -0.691]], "mulliken_charge": [0.3641, -0.0039, -0.4710, 0.3595, 0.3396, -0.4137, 0.1346, -0.3092], "homo_energy_ev": -8.3, "homo_lumo_gap_ev": 8.98, "smiles": "IC=C1C=C1", "molar_mass_g_mol": 177.97}

---

two:
{"formula": "C4H3I", "method": "ωB97M-V with the def2-TZVPD basis set", "elements": ["C", "I", "H", "C", "H", "C", "H", "C"], "positions_angstrom": [[1.063, 0.900, -0.084], [4.210, -0.005, 0.075], [0.344, 1.409, -0.487], [1.120, -0.578, -0.155], [-0.970, -0.349, -0.069], [-0.075, -0.943, 0.194], [-0.411, -1.893, 0.415], [2.247, 0.473, 0.013]], "mulliken_charge": [0.1004, 0.2349, 0.4858, 0.2947, 0.1413, -0.8861, 0.2865, -0.6574], "homo_energy_ev": -8.4, "homo_lumo_gap_ev": 8.60, "smiles": "C=C1C=C1I", "molar_mass_g_mol": 177.97}

---

Which one is most stable, and which one is least stable? one is the most stable of them, while two is the least stable.

---

one:
{"formula": "CH2NO3S", "method": "ωB97M-V with the def2-TZVPD basis set", "elements": ["O", "N", "H", "S", "C", "O", "H", "O"], "positions_angstrom": [[1.972, 0.023, 0.370], [-0.302, -0.742, 1.215], [-1.064, -1.312, 0.731], [0.707, -0.527, -0.008], [-0.401, 1.076, -0.480], [-0.075, 2.253, -0.374], [-1.511, 0.797, -0.395], [0.675, -1.568, -1.058]], "mulliken_charge": [-0.6026, -0.6624, 0.1969, 0.8917, 0.1151, -0.4800, 0.1797, -0.6383], "charge": -1, "homo_energy_ev": -4.3, "homo_lumo_gap_ev": 8.45, "smiles": "N=[S@@](=O)([O-])C=O", "molar_mass_g_mol": 108.10}

---

two:
{"formula": "CH2NO3S", "method": "ωB97M-V with the def2-TZVPD basis set", "elements": ["H", "C", "O", "H", "N", "O", "O", "S"], "positions_angstrom": [[-0.365, 0.923, 0.059], [-2.555, 0.657, -0.021], [-3.680, 0.402, 0.180], [0.478, -0.081, 1.256], [0.071, -0.049, 0.256], [-1.495, -2.091, -0.748], [-1.901, 1.538, -0.516], [-1.379, -1.138, 0.414]], "mulliken_charge": [0.3583, 0.5661, -0.5255, 0.2283, -0.6345, -0.5966, -0.6423, 0.2462], "charge": -1, "homo_energy_ev": -3.4, "homo_lumo_gap_ev": 7.16, "molar_mass_g_mol": 108.10}

---

Which one is most stable, and which one is least stable? two is the most stable of them, while one is the least stable.

---

one:
{"formula": "C3H8N", "method": "ωB97M-V with the def2-TZVPD basis set", "elements": ["H", "H", "H", "H", "C", "H", "H", "C", "C", "H", "N", "H"], "positions_angstrom": [[-0.801, 1.788, -1.133], [0.060, -1.693, 1.650], [0.661, -0.617, -1.330], [0.606, 0.081, 2.064], [0.413, -0.671, 1.254], [1.044, 1.727, -0.726], [-1.064, -0.585, -1.753], [-0.130, 1.114, -0.662], [-0.418, 0.081, 0.284], [1.384, -0.838, 0.903], [-0.252, -0.248, -1.173], [-1.502, -0.137, 0.621]], "mulliken_charge": [0.3186, 0.3393, 0.2949, 0.3091, -1.1936, 0.2683, 0.3266, -0.3624, 0.2604, 0.3734, -0.2386, 0.3041], "charge": 1, "homo_energy_ev": -17.1, "homo_lumo_gap_ev": 13.51, "smiles": "C[C@H]1C[NH2+]1", "molar_mass_g_mol": 58.10}

---

two:
{"formula": "C3H8N", "method": "ωB97M-V with the def2-TZVPD basis set", "elements": ["H", "H", "C", "C", "N", "H", "H", "H", "C", "H", "H", "H"], "positions_angstrom": [[0.149, -1.131, 1.996], [0.613, 1.385, -1.430], [-0.246, 1.358, -0.600], [-0.299, -0.853, 1.050], [0.490, -1.005, -0.233], [1.250, 0.781, 0.829], [-1.236, 0.965, -1.044], [1.300, -1.562, -0.184], [0.353, 0.299, 0.401], [-0.037, -1.294, -1.015], [-2.177, -1.367, 0.537], [-0.160, 2.424, -0.307]], "mulliken_charge": [0.2991, 0.3051, -1.0493, -0.5215, -0.1422, 0.3338, 0.2649, 0.2718, 0.3125, 0.2911, 0.2821, 0.3526], "charge": 1, "homo_energy_ev": [-15.9, -15.9], "homo_lumo_gap_ev": [9.99, 9.97], "molar_mass_g_mol": 58.10}

---

Which one is most stable, and which one is least stable? one is the most stable of them, while two is the least stable.